No. 1
{
  "formula": "C6H10O2",
  "method": "wB97M-V/def2-TZVPD",
  "max_force_ev_per_a": 1.4,
  "total_charge": 0,
  "smiles": "c1ccccc1.O.O",
  "gap_ev": 9.966,
  "lumo_energy_ev": 0.6,
  "symbols": ["C", "C", "C", "C", "C", "C", "H", "H", "H", "H", "H", "H", "O", "H", "H", "O", "H", "H"],
  "xyz": [[-0.960, 1.081, 1.118], [-0.038, 0.068, 1.399], [1.247, 0.085, 0.893], [1.632, 1.179, 0.113], [0.699, 2.102, -0.322], [-0.605, 2.035, 0.176], [-1.929, 1.093, 1.591], [-0.422, -0.703, 2.064], [1.961, -0.652, 1.230], [2.691, 1.289, -0.110], [0.899, 2.814, -1.113], [-1.366, 2.686, -0.234], [0.063, -1.882, -2.066], [0.064, -1.824, -3.028], [0.965, -2.061, -1.754], [-1.616, -2.753, 0.263], [-0.893, -2.297, -0.192], [-2.390, -2.259, -0.028]],
  "forces_ev_per_angstrom": [[0.847, -0.145, -0.610], [-1.190, -0.045, 0.723], [-0.111, 0.844, 0.381], [0.685, -0.471, 0.080], [-0.810, -0.248, -0.063], [-0.049, -0.031, -0.241], [-0.145, -0.124, -0.088], [0.530, -0.141, -0.112], [0.088, -0.061, -0.165], [-0.236, -0.046, -0.379], [0.347, 0.147, 0.272], [0.060, 0.286, 0.188], [0.174, -0.008, 0.285], [0.274, -0.076, 0.261], [-0.342, 0.151, -0.522], [0.057, 0.243, 0.014], [-0.189, -0.174, -0.078], [0.010, -0.100, 0.054]]
}

No. 2
{
  "formula": "C6H10O2",
  "method": "wB97M-V/def2-TZVPD",
  "max_force_ev_per_a": 4.1,
  "total_charge": 0,
  "smiles": "CC1=C(O)C(C)(C)O1",
  "gap_ev": 9.214,
  "lumo_energy_ev": 0.6,
  "symbols": ["C", "C", "C", "O", "C", "C", "C", "O", "H", "H", "H", "H", "H", "H", "H", "H", "H", "H"],
  "xyz": [[2.742, -0.537, 0.002], [1.365, -0.053, 0.001], [0.472, 0.897, 0.000], [0.467, 2.250, -0.002], [-0.705, -0.288, 0.000], [-1.527, -0.199, 1.273], [-1.525, -0.202, -1.275], [0.250, -1.292, 0.002], [3.400, 0.335, 0.002], [2.939, -1.144, -0.882], [2.938, -1.144, 0.885], [-0.447, 2.554, 0.000], [-2.189, -1.066, 1.313], [-0.872, -0.229, 2.142], [-2.128, 0.711, 1.300], [-0.869, -0.233, -2.142], [-2.186, -1.069, -1.314], [-2.126, 0.708, -1.304]],
  "forces_ev_per_angstrom": [[0.295, 0.454, 0.000], [-1.121, -3.699, 0.001], [-2.894, -1.471, 0.002], [0.270, -0.277, 0.000], [0.384, 4.054, -0.005], [0.084, -0.491, -0.261], [0.083, -0.490, 0.262], [3.001, 1.966, 0.001], [0.176, -0.136, 0.000], [0.011, 0.052, -0.036], [0.011, 0.052, 0.036], [0.053, -0.064, 0.000], [-0.163, 0.007, 0.113], [0.034, 0.025, 0.022], [-0.048, -0.006, -0.023], [0.034, 0.025, -0.022], [-0.163, 0.006, -0.114], [-0.048, -0.006, 0.023]]
}

No. 3
{
  "formula": "C6H10O2",
  "method": "wB97M-V/def2-TZVPD",
  "max_force_ev_per_a": 2.9,
  "total_charge": 0,
  "gap_ev": 7.334,
  "lumo_energy_ev": 0.1,
  "symbols": ["C", "C", "C", "C", "C", "C", "O", "O", "H", "H", "H", "H", "H", "H", "H", "H", "H", "H"],
  "xyz": [[-1.444, 0.356, 0.208], [1.149, 0.001, 0.355], [1.189, -1.211, 1.288], [-1.401, 1.787, 0.358], [-0.058, 0.027, -0.569], [-0.142, -0.884, -1.591], [-0.145, 1.773, -1.040], [-1.418, 2.729, 1.027], [-0.357, 1.608, -1.971], [-2.233, 0.113, -0.504], [-1.598, -0.136, 1.169], [2.040, 0.016, -0.277], [1.172, 0.921, 0.947], [-1.042, -1.007, -2.177], [0.687, -1.538, -1.808], [1.183, -2.141, 0.721], [2.088, -1.188, 1.905], [0.329, -1.225, 1.961]],
  "forces_ev_per_angstrom": [[0.525, -0.794, -0.779], [-0.092, 0.213, -0.131], [-0.072, 0.055, -0.105], [2.301, 1.196, -0.325], [-1.298, -2.176, 1.380], [-0.070, 0.421, 0.476], [-0.455, 1.797, 0.484], [-0.458, -0.973, -1.073], [-0.338, 0.293, 0.169], [-0.093, -0.107, 0.095], [-0.084, -0.093, -0.066], [-0.017, 0.030, 0.038], [0.068, 0.000, -0.035], [-0.142, -0.124, 0.108], [0.242, 0.235, -0.223], [-0.002, 0.029, -0.003], [-0.020, 0.018, -0.008], [0.007, -0.020, -0.003]]
}

No. 4
{
  "formula": "C6H10O2",
  "method": "wB97M-V/def2-TZVPD",
  "max_force_ev_per_a": 7.6,
  "total_charge": 0,
  "smiles": "CC[C@@H]1OC=C(C)O1",
  "gap_ev": 9.262,
  "lumo_energy_ev": 1.1,
  "symbols": ["C", "C", "C", "O", "C", "C", "C", "O", "H", "H", "H", "H", "H", "H", "H", "H", "H", "H"],
  "xyz": [[-2.162, -0.561, -0.841], [-1.993, 0.090, 0.489], [-0.468, 0.224, 0.773], [-0.223, 1.357, -0.064], [1.122, 1.194, -0.398], [1.464, 0.066, 0.050], [2.776, -0.559, -0.112], [0.429, -0.688, 0.429], [-2.054, 0.083, -1.638], [-3.203, -0.841, -0.864], [-1.587, -1.437, -0.818], [-2.444, 1.075, 0.734], [-2.517, -0.488, 1.424], [-0.287, 0.472, 1.812], [1.634, 2.237, -0.614], [3.458, -0.755, 0.865], [2.595, -1.444, -0.653], [3.463, -0.027, -0.574]],
  "forces_ev_per_angstrom": [[-2.674, -0.089, 1.945], [0.109, -1.435, 4.226], [-4.443, 3.470, 0.669], [0.480, 0.656, -0.454], [-1.237, 7.447, -0.202], [4.773, -2.903, -0.336], [-0.367, -2.520, 4.806], [0.206, -3.428, -0.325], [0.951, 1.209, -1.730], [-0.484, -0.506, -0.365], [0.953, -1.176, -0.641], [0.534, -0.293, -1.020], [1.297, 0.496, -2.354], [0.035, 0.584, 0.688], [-0.771, -2.911, 0.048], [-2.257, -0.141, -1.592], [0.299, -1.503, -0.444], [2.598, 3.044, -2.920]]
}

No. 5
{
  "formula": "C6H10O2",
  "method": "wB97M-V/def2-TZVPD",
  "max_force_ev_per_a": 2.9,
  "total_charge": 0,
  "smiles": "OC[C@@]12CCO[C@H]1C2",
  "gap_ev": 9.199,
  "lumo_energy_ev": 0.9,
  "symbols": ["O", "C", "C", "C", "C", "O", "C", "C", "H", "H", "H", "H", "H", "H", "H", "H", "H", "H"],
  "xyz": [[2.446, 0.538, -0.941], [1.081, 0.337, -1.043], [0.471, 0.108, 0.402], [-0.668, 1.045, 0.697], [-1.889, 0.340, -0.071], [-1.411, -0.943, -0.564], [-0.479, -1.137, 0.453], [0.961, -1.291, 0.758], [2.892, 0.539, -1.773], [0.723, -0.568, -1.632], [0.615, 1.183, -1.558], [-0.680, 2.137, 0.445], [-0.854, 1.002, 1.779], [-2.777, 0.189, 0.602], [-2.283, 1.061, -0.884], [-0.935, -1.236, 1.466], [1.073, -1.614, 1.842], [1.712, -1.691, 0.023]],
  "forces_ev_per_angstrom": [[0.704, -0.212, 1.277], [-2.615, -1.163, -0.069], [0.429, 0.242, -1.999], [-1.149, 0.610, 1.456], [-1.465, 2.029, -0.676], [-0.107, 0.415, 0.272], [0.844, -0.407, 0.788], [1.034, -1.220, 0.765], [0.104, -0.036, -0.928], [1.004, 0.759, 0.251], [-0.183, 0.171, 0.272], [0.787, -0.919, -0.098], [-0.262, 0.113, -0.203], [0.911, -0.071, -0.372], [0.724, -1.612, 0.654], [-0.355, 0.425, -0.915], [0.221, 0.262, -1.599], [-0.629, 0.615, 1.124]]
}

No. 6
{
  "formula": "C6H10O2",
  "method": "wB97M-V/def2-TZVPD",
  "max_force_ev_per_a": 7.3,
  "total_charge": 0,
  "gap_ev": 9.532,
  "lumo_energy_ev": 0.8,
  "symbols": ["C", "C", "C", "C", "C", "C", "H", "H", "H", "H", "H", "H", "H", "H", "H", "H", "O", "O"],
  "xyz": [[2.037, 0.419, 0.211], [1.359, -0.678, -0.536], [-0.540, -1.173, 0.551], [-1.662, -1.210, -0.357], [-0.708, 0.108, -0.305], [-1.198, 1.487, 0.079], [1.503, 1.750, 0.641], [2.693, 0.671, -0.785], [2.757, 0.340, 1.435], [1.988, -1.270, -1.143], [-0.932, -1.034, 1.634], [-1.424, -1.814, -1.506], [-2.665, -1.489, 0.157], [-0.472, 2.403, 0.067], [-1.549, 1.434, 1.317], [-2.185, 1.634, -0.614], [0.684, -1.585, 0.333], [0.314, 0.008, -1.180]],
  "forces_ev_per_angstrom": [[4.463, 5.207, 2.424], [-2.999, 0.642, 3.449], [-2.327, 3.960, 3.307], [-0.428, -2.106, -4.474], [-2.520, -1.431, 2.270], [-2.668, 0.822, 2.015], [0.886, -4.567, -1.839], [-0.488, 0.577, 3.083], [-1.971, -0.626, -4.452], [0.632, -0.259, -0.971], [1.249, -0.522, -1.498], [-0.990, 1.795, 3.716], [1.601, 1.191, -1.321], [-1.258, -2.052, -0.490], [0.677, 0.166, -3.682], [2.367, 0.413, 1.958], [2.996, -2.755, -0.484], [0.779, -0.455, -3.010]]
}